# 1
DFT (ωB97M-V/def2-TZVPD) results for C55H49O4P2Ti as an isolated structure.

The value obtained for the molar mass is 883.81 g/mol. Its spin multiplicity is 1. The value obtained for the HOMO energy (alpha / beta) is -2.6544 / -2.6085 eV. As for the total charge: -1. The calculation puts the frontier orbital gap (alpha / beta) at 5.208 / 5.162 eV. Its total energy is -3958.3732 Ha.

Positions of all 111 atoms, in Å:
Ti1 0.3174 0.4277 0.5142
O1 0.5053 2.0389 -2.5471
C1 1.6084 1.7129 -3.2506
C2 1.7020 1.9800 -4.6221
C3 2.8214 1.5900 -5.3240
C4 3.8517 0.9172 -4.6854
C5 3.7129 0.6031 -3.3380
C6 2.6000 0.9750 -2.5957
P1 2.3636 0.2774 -0.8792
C7 3.7430 1.0748 0.0571
C8 4.5902 2.0417 -0.4631
C9 5.5252 2.6815 0.3495
C10 5.6204 2.3509 1.6903
C11 4.7711 1.3916 2.2226
C12 3.8278 0.7696 1.4152
C13 3.0215 -1.4185 -1.1907
C14 4.0635 -2.0206 -0.4978
C15 4.4321 -3.3359 -0.7739
C16 3.7739 -4.0601 -1.7519
C17 2.7399 -3.4625 -2.4626
C18 2.3679 -2.1578 -2.1792
C19 -0.1875 3.2348 -2.5369
C20 0.1073 4.3114 -3.3527
C21 -0.6836 5.4599 -3.2802
C22 -1.7638 5.5026 -2.4180
C23 -2.0155 4.4116 -1.5841
C24 -1.2149 3.2788 -1.5816
P2 -1.3131 2.0054 -0.2065
C25 -2.0847 2.2022 1.4854
C26 -3.2207 2.9381 1.7924
C27 -3.7233 2.9961 3.0913
C28 -3.0981 2.2951 4.1127
C29 -1.9619 1.5403 3.8303
C30 -1.4606 1.5088 2.5412
C31 -3.1140 1.3478 -1.0219
C32 -2.8815 0.8465 -2.3171
C33 -3.8769 0.2844 -3.1020
C34 -5.1739 0.1660 -2.6033
C35 -5.4342 0.5971 -1.3135
C36 -4.4171 1.1750 -0.5404
H1 0.8808 2.4697 -5.1248
H2 2.8840 1.8047 -6.3854
H3 4.7340 0.6104 -5.2335
H4 4.4864 0.0217 -2.8466
H5 4.5110 2.3188 -1.5076
H6 6.1688 3.4459 -0.0686
H7 6.3434 2.8510 2.3239
H8 4.8226 1.1444 3.2755
H9 3.1462 0.0422 1.8448
H10 4.5988 -1.4755 0.2657
H11 5.2379 -3.7926 -0.2131
H12 4.0566 -5.0861 -1.9557
H13 2.2132 -4.0199 -3.2291
H14 1.5520 -1.7001 -2.7283
H15 0.9499 4.2863 -4.0287
H16 -0.4486 6.3063 -3.9148
H17 -2.3982 6.3805 -2.3761
H18 -2.8495 4.4537 -0.8893
H19 -3.7212 3.4953 1.0063
H20 -4.6030 3.5933 3.3032
H21 -3.4890 2.3345 5.1224
H22 -1.4595 0.9903 4.6179
H23 -0.5439 0.9550 2.3737
H24 -1.8681 0.8950 -2.7126
H25 -3.6404 -0.0861 -4.0948
H26 -5.9601 -0.2748 -3.2064
H27 -6.4314 0.4932 -0.8979
H28 -4.6686 1.4776 0.4701
O2 -1.6005 -0.8263 0.7635
C37 -1.3115 -2.2362 0.7035
C38 0.2112 -2.3500 0.9359
O3 0.7525 -3.4242 0.7865
O4 0.7630 -1.2409 1.3758
C39 -1.7902 -2.7909 -0.6336
C40 -0.9266 -3.2839 -1.6028
C41 -1.4241 -3.7407 -2.8186
C42 -2.7877 -3.7165 -3.0744
C43 -3.6571 -3.2257 -2.1080
C44 -3.1590 -2.7691 -0.8968
C45 -1.9984 -2.9366 1.8822
C46 -2.0615 -4.3260 1.9355
C47 -2.6652 -4.9593 3.0108
C48 -3.2184 -4.2118 4.0462
C49 -3.1549 -2.8280 3.9972
C50 -2.5416 -2.1906 2.9191
H29 -2.3323 -0.5864 0.1703
H30 0.1304 -3.3312 -1.3943
H31 -0.7367 -4.1191 -3.5676
H32 -3.1715 -4.0734 -4.0232
H33 -4.7219 -3.1857 -2.2993
H34 -3.8467 -2.3866 -0.1483
H35 -1.6198 -4.9070 1.1347
H36 -2.7049 -6.0416 3.0418
H37 -3.6977 -4.7085 4.8821
H38 -3.5807 -2.2339 4.7976
H39 -2.4909 -1.1107 2.8794
C51 1.4820 4.8211 0.2549
C52 0.7939 3.8744 1.2566
C53 -0.3705 4.6629 1.8740
C54 1.7952 3.5693 2.3836
C55 0.4062 2.5691 0.5122
H40 1.7694 5.7702 0.7284
H41 0.8165 5.0448 -0.5839
H42 2.3900 4.3553 -0.1465
H43 -0.0047 5.6434 2.2005
H44 -0.8003 4.1627 2.7459
H45 -1.1729 4.8316 1.1509
H46 2.0234 4.4698 2.9732
H47 2.7388 3.1853 1.9774
H48 1.3867 2.8119 3.0569
H49 1.1042 2.5064 -0.3412

Atomic forces in eV per Å
-0.16 0.90 -0.17
-0.27 -0.03 0.37
-0.05 0.22 -0.41
-0.09 0.01 0.31
0.14 0.01 -0.26
0.01 -0.08 0.30
0.38 -0.14 -0.33
-0.18 -0.09 0.25
0.22 0.03 -0.55
-0.18 -0.06 -0.12
0.21 0.25 -0.03
-0.15 -0.06 -0.16
0.07 0.02 0.06
-0.11 -0.17 -0.04
0.17 -0.04 0.15
-0.09 -0.01 -0.12
-0.01 -0.07 0.00
-0.01 0.13 0.04
-0.04 0.01 -0.03
-0.02 0.06 0.03
-0.02 -0.06 -0.02
0.19 -0.27 -0.01
-0.07 0.13 0.02
0.02 -0.07 0.01
0.02 -0.13 0.05
-0.08 0.15 0.04
-0.11 0.08 0.19
-0.25 0.32 -0.33
0.10 -0.06 -0.04
-0.09 0.09 0.02
0.12 -0.05 -0.03
-0.02 0.01 -0.06
-0.06 0.10 -0.01
-0.41 0.30 -0.27
0.01 0.07 -0.22
-0.07 0.06 0.08
0.00 -0.04 0.10
0.09 0.01 0.02
0.17 0.05 0.06
-0.03 -0.17 0.01
-0.02 -0.01 0.02
0.01 -0.02 0.04
-0.01 0.00 0.04
0.00 0.02 -0.05
0.03 0.01 0.04
-0.01 -0.01 -0.02
-0.02 -0.01 -0.01
-0.01 -0.01 0.00
-0.04 -0.03 0.01
0.01 0.06 0.07
0.00 0.01 0.02
0.00 0.03 0.00
0.01 0.03 0.01
-0.01 -0.01 -0.01
-0.02 -0.02 0.02
-0.01 -0.02 0.02
0.01 -0.04 0.01
0.03 0.03 -0.04
0.01 -0.05 0.04
0.01 -0.01 -0.01
0.00 0.01 0.00
-0.01 0.00 -0.01
0.00 0.00 0.32
0.00 0.02 0.00
-0.01 0.02 0.03
0.02 0.01 0.01
0.01 0.01 0.01
-0.01 0.03 -0.03
0.18 -0.31 -0.29
-0.40 0.18 0.13
0.40 0.63 0.55
0.20 -0.14 0.10
0.15 -2.05 0.09
-0.01 -0.05 0.06
-0.03 0.01 -0.06
-0.02 0.02 0.05
0.02 0.03 0.04
0.07 0.04 0.00
-0.05 0.03 -0.02
0.00 0.10 -0.13
0.05 -0.08 0.01
0.01 0.04 0.00
0.02 0.01 -0.06
0.08 0.05 -0.12
-0.10 -0.06 0.14
0.08 0.02 -0.06
0.03 -0.01 -0.03
-0.03 0.01 0.03
0.00 0.01 0.03
0.01 0.01 0.01
0.01 -0.02 -0.01
-0.02 0.02 0.01
0.00 0.01 0.00
0.02 0.01 -0.02
0.01 0.00 -0.03
-0.01 -0.01 0.02
0.04 0.02 0.01
0.03 -0.09 -0.07
-0.05 -0.05 0.02
0.13 0.08 -0.05
0.20 0.14 0.32
0.00 -0.08 -0.01
0.01 0.01 0.05
-0.06 0.01 0.00
-0.01 -0.04 0.02
0.02 0.00 -0.07
0.06 0.00 0.00
0.00 -0.04 -0.05
-0.19 0.04 0.02
-0.02 0.01 0.02
-0.14 0.06 -0.11

Results of the Mulliken charge analysis, in e, for atoms 1 through 2: -1.82 0.38

# 2
DFT (ωB97M-V/def2-TZVPD) results for C31H27N2O4PPtS3 as an isolated structure.

The value obtained for the molar mass is 813.82 g/mol. Its spin multiplicity is 1. The value obtained for the HOMO energy is -7.6280 eV. The calculation puts the frontier orbital gap at 7.051 eV. Its total energy is -3263.1441 Ha.

Positions of all 69 atoms, in Å:
Pt1 -0.2237 -0.9153 -0.8299
O1 1.7582 -3.0609 -1.0037
N1 0.9105 -2.5013 -0.0801
C1 1.2360 -2.8301 1.1043
C2 0.5709 -2.4194 2.3599
C3 1.1395 -2.9711 3.5061
C4 0.6828 -2.6322 4.7711
C5 -0.3454 -1.7163 4.8979
C6 -0.9362 -1.1799 3.7597
C7 -0.5096 -1.5362 2.4860
P1 -1.4262 -0.9362 1.0265
C8 -2.3014 0.5582 1.5532
C9 -3.5036 0.4658 2.2594
C10 -4.1647 1.6147 2.6615
C11 -3.6334 2.8620 2.3573
C12 -2.4444 2.9573 1.6520
C13 -1.7759 1.8091 1.2455
C14 -2.7471 -2.1603 0.8138
C15 -2.7031 -3.4161 1.4064
C16 -3.6995 -4.3464 1.1371
C17 -4.7359 -4.0210 0.2772
C18 -4.7768 -2.7685 -0.3226
C19 -3.7843 -1.8413 -0.0622
H1 1.3513 -2.7951 -1.8670
H2 2.0983 -3.4822 1.2027
H3 1.9598 -3.6707 3.4016
H4 1.1409 -3.0738 5.6461
H5 -0.6982 -1.4186 5.8766
H6 -1.7452 -0.4713 3.8723
H7 -3.9293 -0.5055 2.4799
H8 -5.0988 1.5376 3.2028
H9 -4.1552 3.7597 2.6641
H10 -2.0383 3.9303 1.4057
H11 -0.8525 1.8729 0.6836
H12 -1.8989 -3.6820 2.0816
H13 -3.6605 -5.3249 1.5980
H14 -5.5083 -4.7480 0.0612
H15 -5.5714 -2.5200 -1.0133
H16 -3.7974 -0.8819 -0.5658
N2 0.7072 1.3914 -0.7460
S1 2.2828 1.5032 -0.7353
C20 3.0027 0.8534 -2.2257
C21 3.7613 -0.2994 -2.1066
C22 4.2597 -0.9070 -3.2541
C23 3.9900 -0.3586 -4.4968
C24 3.2208 0.7967 -4.6068
C25 2.7199 1.4036 -3.4716
C26 2.7386 3.2298 -0.9020
C27 1.8462 4.1668 -0.4005
C28 2.1774 5.5145 -0.4431
C29 3.3940 5.9174 -0.9717
C30 4.2871 4.9709 -1.4575
C31 3.9663 3.6229 -1.4225
H17 0.3026 1.7995 -1.5921
H18 3.9453 -0.7295 -1.1295
H19 4.8465 -1.8124 -3.1735
H20 4.3666 -0.8404 -5.3897
H21 2.9956 1.2083 -5.5815
H22 2.1018 2.2899 -3.5513
H23 0.8984 3.8366 0.0048
H24 1.4807 6.2493 -0.0611
H25 3.6492 6.9685 -1.0034
H26 5.2369 5.2827 -1.8719
H27 4.6633 2.8886 -1.8046
O2 -1.8466 -0.0954 -2.3094
S2 -1.6054 -1.3552 -3.1240
O3 -1.9337 -2.5442 -2.3645
O4 -2.1420 -1.2642 -4.4509
S3 0.5039 -1.2287 -3.0635

Atomic forces in eV per Å
0.44 -0.02 -0.03
-0.21 -0.15 -0.07
0.40 0.70 -0.28
-0.52 0.03 0.53
0.43 -0.10 -0.42
0.00 0.06 0.21
0.08 -0.07 -0.11
-0.07 0.07 -0.05
0.02 -0.09 0.12
-0.15 0.17 -0.04
-0.35 -0.11 0.37
-0.09 0.00 0.09
0.00 0.03 -0.02
0.02 0.00 -0.01
-0.03 0.01 0.01
0.03 -0.02 -0.02
0.00 0.02 0.06
0.00 0.02 0.08
-0.05 -0.05 0.04
0.02 0.03 0.00
-0.02 0.00 -0.02
0.01 0.00 0.02
0.00 -0.03 -0.04
0.08 -0.01 -0.07
-0.10 -0.14 -0.03
0.00 0.01 0.00
0.00 0.01 0.00
0.00 0.00 -0.01
-0.01 -0.01 -0.01
0.00 0.01 -0.01
0.01 0.00 0.00
0.00 0.00 0.00
0.00 0.00 0.00
0.02 0.00 -0.01
0.00 0.02 0.00
0.00 0.00 0.00
0.00 0.00 0.01
0.00 -0.01 0.00
0.03 0.00 0.00
-0.29 0.29 -0.24
0.17 -0.28 0.24
0.03 0.03 -0.21
0.02 -0.03 -0.04
-0.01 0.02 0.04
-0.02 0.03 0.00
0.03 -0.04 -0.02
0.04 0.01 0.06
-0.06 0.18 -0.01
0.03 0.03 -0.08
-0.01 -0.01 0.02
0.01 -0.01 0.01
0.00 0.01 0.01
-0.01 -0.02 0.06
0.05 -0.01 -0.02
-0.01 0.01 0.00
-0.01 0.00 0.01
0.00 0.01 0.00
0.00 0.00 0.00
0.01 0.00 0.01
0.00 -0.01 -0.01
0.00 0.00 -0.01
0.00 -0.01 -0.01
0.00 0.00 0.01
-0.02 -0.01 -0.02
0.26 -0.46 0.58
0.09 0.17 0.00
-0.37 -0.19 -0.38
0.19 0.12 0.02
-0.10 -0.17 -0.30

Results of the Mulliken charge analysis, in e, for atoms 1 through 2: 2.16 -0.52

> What is the formula in the second record?

C31H27N2O4PPtS3

> Which formula does entry 2 have?

C31H27N2O4PPtS3